A cluster of 8 separate species, C57H128F6N7P in total in a non-equilibrium geometry, computed with wB97M-V/def2-TZVPD.

electronic energy = -97157.7576 eV
LUMO level = -0.3921 hartree
net charge = +6
ΔE to the lowest compared entry with this formula, charge and spin = 10.07 kcal per mole

CARTESIAN COORDINATES (ANGSTROEM)
1 P -0.15 0.25 0.33
2 F -1.43 -0.20 -0.54
3 F -0.40 -0.81 1.51
4 F 0.69 -0.92 -0.45
5 F 1.17 0.86 1.07
6 F 0.32 1.29 -0.87
7 F -1.08 1.34 1.08
8 C 3.18 -2.23 2.33
9 C 3.74 -3.65 2.22
10 C 4.53 -4.11 3.46
11 N 5.18 -5.47 3.36
12 C 4.17 -6.50 3.00
13 C 6.46 -5.44 2.56
14 C 7.40 -4.59 3.39
15 C 7.08 -4.97 4.86
16 C 5.80 -5.81 4.74
17 H 3.08 -1.95 3.38
18 H 2.27 -2.03 1.76
19 H 3.98 -1.58 1.97
20 H 4.31 -3.74 1.28
21 H 2.91 -4.34 2.07
22 H 3.79 -4.11 4.26
23 H 5.30 -3.39 3.67
24 H 3.67 -6.24 2.07
25 H 3.39 -6.66 3.75
26 H 4.70 -7.45 2.92
27 H 6.77 -6.49 2.51
28 H 6.39 -5.09 1.53
29 H 8.46 -4.75 3.22
30 H 7.28 -3.52 3.20
31 H 7.89 -5.50 5.36
32 H 6.88 -4.10 5.49
33 H 6.01 -6.88 4.68
34 H 5.03 -5.58 5.47
35 C -1.23 -7.32 -4.78
36 C -1.70 -6.14 -3.97
37 C -1.05 -6.10 -2.59
38 N -1.46 -4.90 -1.78
39 C -0.75 -3.67 -2.31
40 C -1.06 -5.02 -0.30
41 C -2.04 -4.21 0.53
42 C -3.12 -3.74 -0.45
43 C -2.94 -4.67 -1.65
44 H -1.80 -7.43 -5.70
45 H -1.39 -8.29 -4.29
46 H -0.19 -7.26 -5.09
47 H -2.79 -6.15 -3.89
48 H -1.51 -5.25 -4.59
49 H 0.04 -6.06 -2.65
50 H -1.28 -6.99 -2.01
51 H -0.92 -3.67 -3.38
52 H 0.32 -3.76 -2.13
53 H -1.22 -2.79 -1.89
54 H -0.02 -4.70 -0.21
55 H -0.98 -6.09 -0.10
56 H -1.52 -3.43 1.07
57 H -2.46 -4.89 1.27
58 H -2.90 -2.70 -0.69
59 H -4.10 -3.79 0.01
60 H -3.34 -4.17 -2.53
61 H -3.51 -5.57 -1.43
62 C 7.23 -2.16 -0.53
63 C 6.75 -0.78 -0.10
64 C 5.44 -0.45 -0.83
65 N 5.00 0.98 -0.74
66 C 4.73 1.27 0.70
67 C 3.63 1.13 -1.45
68 C 3.81 2.25 -2.46
69 C 5.31 2.27 -2.73
70 C 5.94 2.03 -1.37
71 H 8.22 -2.35 -0.11
72 H 7.39 -2.24 -1.61
73 H 6.57 -2.97 -0.23
74 H 7.46 0.03 -0.25
75 H 6.53 -0.88 0.96
76 H 4.66 -1.08 -0.40
77 H 5.46 -0.68 -1.90
78 H 4.40 2.30 0.86
79 H 5.61 1.14 1.33
80 H 4.04 0.52 1.09
81 H 2.87 1.27 -0.69
82 H 3.38 0.18 -1.93
83 H 3.45 3.21 -2.09
84 H 3.20 2.11 -3.36
85 H 5.62 3.25 -3.09
86 H 5.64 1.51 -3.44
87 H 5.94 2.95 -0.79
88 H 6.89 1.50 -1.41
89 C -6.33 0.95 -6.53
90 C -4.82 0.68 -6.64
91 C -4.06 1.25 -5.46
92 N -2.59 0.88 -5.49
93 C -1.86 1.53 -6.64
94 C -1.90 1.37 -4.21
95 C -0.67 0.47 -4.02
96 C -1.38 -0.86 -4.26
97 C -2.28 -0.62 -5.45
98 H -6.89 0.56 -5.69
99 H -6.78 0.60 -7.46
100 H -6.55 2.02 -6.63
101 H -4.47 1.11 -7.58
102 H -4.64 -0.40 -6.71
103 H -4.45 0.93 -4.49
104 H -4.07 2.34 -5.45
105 H -0.81 1.27 -6.53
106 H -2.09 2.59 -6.55
107 H -2.22 1.18 -7.59
108 H -1.72 2.43 -4.37
109 H -2.61 1.24 -3.39
110 H 0.14 0.56 -4.74
111 H -0.21 0.42 -3.03
112 H -0.72 -1.71 -4.44
113 H -2.04 -1.19 -3.45
114 H -1.85 -0.84 -6.43
115 H -3.20 -1.20 -5.42
116 C -6.00 2.64 4.54
117 C -5.74 1.70 3.37
118 C -4.93 2.36 2.24
119 N -4.71 1.47 1.04
120 C -4.13 0.16 1.44
121 C -3.76 2.20 0.09
122 C -4.64 3.05 -0.82
123 C -6.09 2.63 -0.55
124 C -5.96 1.31 0.20
125 H -6.72 2.20 5.22
126 H -6.69 3.40 4.17
127 H -5.13 3.09 5.00
128 H -6.64 1.17 3.07
129 H -5.07 0.92 3.76
130 H -3.95 2.64 2.62
131 H -5.47 3.25 1.92
132 H -3.17 0.33 1.93
133 H -3.97 -0.40 0.52
134 H -4.75 -0.35 2.17
135 H -3.21 1.55 -0.59
136 H -2.98 2.65 0.70
137 H -4.25 3.06 -1.83
138 H -4.60 4.07 -0.42
139 H -6.69 2.59 -1.46
140 H -6.63 3.37 0.04
141 H -5.77 0.49 -0.49
142 H -6.83 1.08 0.81
143 C -2.14 2.16 5.45
144 C -1.55 0.79 5.11
145 C -1.40 -0.03 6.39
146 N -0.71 -1.37 6.22
147 C -1.34 -2.17 5.13
148 C -0.72 -2.09 7.59
149 C 0.61 -2.81 7.61
150 C 1.55 -1.72 7.10
151 C 0.78 -1.11 5.95
152 H -1.48 2.84 5.99
153 H -3.10 2.07 5.97
154 H -2.35 2.80 4.58
155 H -0.63 0.94 4.55
156 H -2.24 0.32 4.41
157 H -2.34 -0.28 6.88
158 H -0.82 0.53 7.11
159 H -1.12 -1.73 4.16
160 H -2.43 -2.18 5.21
161 H -0.90 -3.16 5.22
162 H -1.60 -2.72 7.67
163 H -0.80 -1.26 8.29
164 H 0.51 -3.71 6.99
165 H 0.89 -3.13 8.61
166 H 2.52 -2.18 6.89
167 H 1.75 -0.99 7.87
168 H 0.98 -1.53 4.96
169 H 0.97 -0.05 5.80
170 C 0.21 9.26 -4.94
171 C 0.03 8.68 -3.55
172 C -0.31 7.20 -3.54
173 N -0.44 6.55 -2.16
174 C 0.96 6.58 -1.55
175 C 1.06 5.72 -0.30
176 C 0.75 4.27 -0.72
177 C -0.72 4.22 -1.11
178 C -0.99 5.14 -2.32
179 C -1.37 7.33 -1.26
180 H 0.28 10.34 -4.91
181 H -0.52 8.94 -5.68
182 H 1.16 8.92 -5.37
183 H -0.76 9.22 -3.03
184 H 0.91 8.94 -2.95
185 H 0.49 6.63 -4.01
186 H -1.29 7.10 -4.00
187 H 1.66 6.16 -2.28
188 H 1.16 7.63 -1.37
189 H 2.06 5.85 0.11
190 H 0.34 5.99 0.48
191 H 1.38 3.96 -1.56
192 H 0.99 3.65 0.15
193 H -0.96 3.18 -1.35
194 H -1.42 4.39 -0.28
195 H -0.31 4.79 -3.10
196 H -2.03 5.18 -2.62
197 H -2.16 7.72 -1.90
198 H -0.86 8.13 -0.72
199 H -1.70 6.71 -0.44

Results of the Löwdin charge analysis, in e, for atoms 1 through 2: atom 1 (P): 0.203, atom 2 (F): -0.170

A structure of composition C18H27IrN2O5P2S in a non-equilibrium geometry, computed with wB97M-V/def2-TZVPD.

electronic energy = -64538.9056 eV
<S²> = 8.808
multiplicity = 6
LUMO level (spin up / spin down) = -0.3502 / -0.4877 hartree
net charge = +3
ΔE to the lowest compared entry with this formula, charge and spin = 57.33 kcal per mole

CARTESIAN COORDINATES (ANGSTROEM)
1 Ir -0.11 0.15 0.00
2 P 0.38 1.66 -1.59
3 C -0.82 3.00 -1.21
4 C -2.05 2.42 -0.61
5 N -1.91 1.28 0.11
6 C -2.83 0.91 1.03
7 C -4.07 1.53 1.06
8 C -4.31 2.62 0.21
9 C -3.29 3.06 -0.62
10 C -2.44 -0.16 2.03
11 P -0.56 -0.27 2.13
12 H -3.39 3.90 -1.30
13 H -4.80 1.18 1.80
14 H -5.28 3.11 0.21
15 H -2.82 0.07 3.03
16 H -2.82 -1.15 1.72
17 H -0.36 3.64 -0.42
18 H -1.05 3.59 -2.11
19 H 0.80 3.59 1.07
20 O 0.05 4.34 0.65
21 H 0.40 5.18 0.26
22 H 0.80 1.24 0.97
23 O 1.37 2.57 1.53
24 H 2.19 2.79 2.01
25 C -0.12 0.88 3.43
26 H -0.80 0.82 4.28
27 H 0.90 0.64 3.76
28 H -0.10 1.89 3.02
29 C -0.22 -1.95 2.69
30 H 0.84 -1.99 2.96
31 H -0.84 -2.19 3.57
32 H -0.42 -2.68 1.90
33 C 0.19 0.85 -3.19
34 H 0.15 1.58 -4.00
35 H 1.06 0.19 -3.32
36 H -0.72 0.23 -3.17
37 C 2.03 2.39 -1.54
38 H 2.74 1.65 -1.94
39 H 2.06 3.30 -2.16
40 H 2.28 2.62 -0.49
41 O -0.22 -6.12 -1.85
42 S 0.01 -5.17 -0.79
43 O 0.01 -5.66 0.57
44 N -0.89 -3.80 -0.94
45 C -0.17 -2.69 -1.06
46 O -0.74 -1.52 -1.03
47 C 1.27 -2.94 -1.20
48 C 2.33 -2.03 -1.34
49 C 3.63 -2.53 -1.38
50 C 3.88 -3.91 -1.29
51 C 2.81 -4.82 -1.13
52 C 1.52 -4.29 -1.08
53 H 2.12 -0.96 -1.37
54 H 4.47 -1.85 -1.50
55 H 4.90 -4.30 -1.34
56 H 2.95 -5.90 -1.03

Results of the Löwdin charge analysis, in e, for atoms 1 through 2: atom 1 (Ir): 1.112, atom 2 (P): 0.746

A structure of composition C31H28BCoN7S, computed with wB97M-V/def2-TZVPD.

electronic energy = -92167.9852 eV
<S²> = 6.021
multiplicity = 5
LUMO level (spin up / spin down) = -0.0753 / -0.2493 hartree
net charge = +1

CARTESIAN COORDINATES (ANGSTROEM)
1 Co 0.00 -0.32 0.35
2 C 2.20 -0.52 -4.42
3 C 2.23 -0.69 -2.94
4 C 3.16 -1.35 -2.15
5 C 2.70 -1.23 -0.84
6 N 1.55 -0.55 -0.85
7 N 1.26 -0.23 -2.14
8 B 0.00 0.66 -2.40
9 N 0.00 1.85 -1.40
10 N 0.00 1.67 -0.04
11 C 0.00 2.86 0.54
12 C 0.00 3.85 -0.46
13 C 0.00 3.17 -1.66
14 C 0.00 3.72 -3.05
15 C 0.00 3.04 2.01
16 C 0.00 4.32 2.54
17 C 0.00 4.52 3.91
18 C 0.00 3.44 4.78
19 C 0.00 2.15 4.26
20 C 0.00 1.96 2.89
21 N -1.26 -0.23 -2.14
22 N -1.55 -0.55 -0.86
23 C -2.70 -1.23 -0.84
24 C -3.16 -1.36 -2.16
25 C -2.23 -0.70 -2.94
26 C -2.20 -0.52 -4.43
27 C -3.27 -1.67 0.44
28 C -2.94 -1.02 1.63
29 C -3.50 -1.42 2.84
30 C -4.41 -2.46 2.87
31 C -4.76 -3.10 1.68
32 C -4.20 -2.70 0.48
33 C 3.28 -1.66 0.44
34 C 4.21 -2.70 0.47
35 C 4.77 -3.09 1.68
36 C 4.42 -2.46 2.86
37 C 3.50 -1.42 2.84
38 C 2.94 -1.02 1.63
39 H 3.09 -0.95 -4.86
40 H 2.16 0.54 -4.70
41 H 1.33 -1.01 -4.86
42 H 4.06 -1.83 -2.49
43 H 0.00 1.07 -3.52
44 H 0.00 4.92 -0.33
45 H 0.00 4.81 -3.01
46 H -0.88 3.40 -3.60
47 H 0.88 3.40 -3.60
48 H 0.00 5.18 1.88
49 H 0.00 5.53 4.31
50 H 0.00 3.59 5.85
51 H 0.00 1.30 4.93
52 H 0.00 0.94 2.51
53 H -4.06 -1.84 -2.50
54 H -3.09 -0.96 -4.86
55 H -1.33 -1.02 -4.86
56 H -2.15 0.53 -4.71
57 H -2.32 -0.13 1.61
58 H -3.25 -0.89 3.76
59 H -4.86 -2.76 3.80
60 H -5.48 -3.90 1.70
61 H -4.46 -3.22 -0.44
62 H 4.47 -3.22 -0.44
63 H 5.49 -3.90 1.69
64 H 4.87 -2.76 3.80
65 H 3.25 -0.89 3.76
66 H 2.32 -0.13 1.61
67 S -0.01 -2.04 1.92
68 C -0.01 -3.07 0.60
69 N -0.01 -3.72 -0.36

Results of the Löwdin charge analysis, in e, for atoms 1 through 2: atom 1 (Co): 0.566, atom 2 (C): 0.000

A structure of composition C32H33BiGeN5O4 in a non-equilibrium geometry, computed with wB97M-V/def2-TZVPD.

electronic energy = -111712.1332 eV
LUMO level = 0.0892 hartree
net charge = -1
ΔE to the lowest compared entry with this formula, charge and spin = 0.00 kcal per mole

CARTESIAN COORDINATES (ANGSTROEM)
1 Bi -0.24 0.26 -0.36
2 C 4.99 -1.20 -4.77
3 C 4.05 -0.96 -3.63
4 C 4.13 -1.78 -2.48
5 C 3.35 -1.43 -1.37
6 C 2.60 -0.18 -1.31
7 N 2.27 0.36 -0.09
8 C 3.15 0.70 0.86
9 C 4.57 0.71 0.73
10 C 5.38 1.48 1.54
11 C 4.90 2.00 2.76
12 C 5.76 2.91 3.61
13 C 3.56 1.71 3.09
14 C 2.64 1.23 2.14
15 N 1.24 1.41 2.36
16 C 0.80 2.40 3.24
17 C -0.55 2.35 3.30
18 C -1.04 1.33 2.30
19 N 0.23 0.60 1.96
20 C 2.36 0.40 -2.58
21 C 3.11 0.08 -3.69
22 N 1.33 1.39 -2.80
23 C 0.74 1.78 -3.98
24 C -0.12 2.85 -3.72
25 C -0.06 3.07 -2.31
26 N 0.88 2.23 -1.75
27 H 5.52 -0.26 -5.00
28 H 5.76 -1.93 -4.52
29 H 4.49 -1.59 -5.67
30 H 4.74 -2.68 -2.47
31 H 3.42 -2.03 -0.46
32 H 4.97 0.23 -0.10
33 H 6.38 1.78 1.22
34 H 6.08 3.73 2.93
35 H 5.21 3.28 4.47
36 H 6.66 2.38 3.95
37 H 3.20 1.97 4.09
38 H 1.55 3.06 3.68
39 H -1.18 2.86 4.03
40 H -1.79 0.63 2.61
41 H 2.90 0.66 -4.61
42 H 1.09 1.35 -4.87
43 H -0.77 3.35 -4.40
44 H -0.56 3.87 -1.80
45 O -0.49 -2.41 -0.29
46 C -1.70 -2.22 0.02
47 O -2.17 -1.03 0.23
48 C -2.69 -3.36 0.03
49 C -4.06 -3.02 0.21
50 C -5.00 -4.01 0.48
51 C -4.55 -5.35 0.43
52 O -5.31 -6.48 0.56
53 C -4.48 -7.54 0.12
54 O -3.17 -6.98 -0.17
55 C -3.26 -5.64 0.08
56 C -2.28 -4.69 0.00
57 H -4.26 -1.97 0.33
58 H -6.03 -3.79 0.56
59 H -4.84 -8.02 -0.85
60 H -4.41 -8.24 0.93
61 H -1.23 -5.00 -0.10
62 C -3.83 4.04 0.74
63 Ge -3.54 2.10 0.70
64 C -4.48 1.32 -0.88
65 C -4.28 1.30 2.38
66 C -1.58 1.80 0.92
67 H -4.87 4.18 1.09
68 H -3.68 4.52 -0.24
69 H -3.17 4.52 1.43
70 H -5.51 1.05 -0.60
71 H -3.96 0.45 -1.23
72 H -4.56 2.00 -1.73
73 H -5.33 1.50 2.47
74 H -3.75 1.69 3.23
75 H -4.16 0.20 2.30
76 H -1.06 2.71 0.67

Results of the Löwdin charge analysis, in e, for atoms 1 through 2: atom 1 (Bi): 1.882, atom 2 (C): -0.081

The ion C4H11FN3 with charge +1 in a non-equilibrium geometry, computed with wB97M-V/def2-TZVPD.

electronic energy = -11504.0589 eV
LUMO level = -0.1332 hartree
net charge = +1
ΔE to the lowest compared entry with this formula, charge and spin = 96.36 kcal per mole

CARTESIAN COORDINATES (ANGSTROEM)
1 C 0.26 -1.82 0.14
2 C -1.53 0.14 0.32
3 C 1.19 -0.75 -0.37
4 C 0.52 1.40 0.35
5 N -0.77 1.26 -0.09
6 N 1.23 2.35 -0.15
7 N -1.13 -1.31 -0.08
8 F 2.43 -0.86 0.25
9 H 0.26 -2.86 -0.28
10 H 0.47 -1.82 1.20
11 H -1.72 0.19 1.41
12 H -2.52 0.25 -0.18
13 H 1.38 -0.44 -1.32
14 H 0.82 1.13 1.39
15 H -0.85 1.51 -1.00
16 H 1.05 2.55 -1.07
17 H 2.15 2.49 0.16
18 H -1.35 -1.38 -1.03
19 H -1.86 -2.04 0.36

Results of the Löwdin charge analysis, in e, for atoms 1 through 2: atom 1 (C): -0.125, atom 2 (C): -0.103

A structure of composition C3H13NO2S in a non-equilibrium geometry, computed with wB97M-V/def2-TZVPD.

electronic energy = -19739.7712 eV
LUMO level = -0.0220 hartree
net charge = 0
ΔE to the lowest compared entry with this formula, charge and spin = 61.60 kcal per mole

CARTESIAN COORDINATES (ANGSTROEM)
1 C 2.58 -0.48 -1.02
2 N 1.67 -1.13 -0.04
3 C 0.30 -1.20 -0.53
4 C -0.63 -1.46 0.69
5 S -2.19 -0.49 0.61
6 H 2.64 -1.07 -1.95
7 H 3.58 -0.37 -0.59
8 H 2.12 0.51 -1.14
9 H 1.96 -2.07 0.19
10 H -0.09 -0.25 -0.88
11 H 0.12 -1.85 -1.39
12 H -0.84 -2.54 0.72
13 H -0.19 -1.07 1.62
14 H -2.46 -1.83 -0.53
15 H -0.92 1.59 -2.03
16 H -2.14 1.35 -1.10
17 O -1.73 1.98 -1.70
18 H 1.39 1.88 1.68
19 H 1.76 3.40 1.86
20 O 2.07 2.54 1.56

Results of the Löwdin charge analysis, in e, for atoms 1 through 2: atom 1 (C): -0.111, atom 2 (N): -0.141

A structure of composition C5H5NO2 in a non-equilibrium geometry, computed with wB97M-V/def2-TZVPD.

electronic energy = -10842.2312 eV
LUMO level (spin up / spin down) = -0.0184 / -0.0185 hartree
net charge = 0
ΔE to the lowest compared entry with this formula, charge and spin = 209.48 kcal per mole

CARTESIAN COORDINATES (ANGSTROEM)
1 C 1.60 0.09 -0.04
2 C -0.66 -0.55 -0.29
3 C 2.23 -0.94 0.47
4 O -0.23 0.47 0.26
5 O 2.04 1.14 -0.71
6 N -0.86 -1.73 -0.43
7 C -2.40 0.73 0.10
8 C -3.20 1.61 0.38
9 H 1.49 1.92 -0.51
10 H -1.05 -2.29 -1.23
11 H 3.31 -0.92 0.54
12 H 1.70 -1.82 0.80
13 H -3.96 2.29 0.66

Results of the Löwdin charge analysis, in e, for atoms 1 through 2: atom 1 (C): -0.215, atom 2 (C): -0.433

An isolated molecule of C24H19N3O2, computed with wB97M-V/def2-TZVPD.

SMILES = N#Cc1ccccc1NC(=O)[C@@H]1CC(=O)N(c2ccc3c4c(cccc24)CC3)C1
electronic energy = -33763.2611 eV
LUMO level = 0.0056 hartree
net charge = 0
ΔE to the lowest compared entry with this formula, charge and spin = 1.78 kcal per mole

CARTESIAN COORDINATES (ANGSTROEM)
1 N -1.76 -1.88 1.29
2 C -2.63 -1.13 1.37
3 C -3.68 -0.19 1.45
4 C -4.73 -0.41 2.35
5 C -5.76 0.50 2.43
6 C -5.75 1.63 1.62
7 C -4.72 1.85 0.72
8 C -3.67 0.95 0.63
9 N -2.60 1.11 -0.25
10 C -2.38 2.10 -1.16
11 O -3.11 3.05 -1.33
12 C -1.10 1.91 -1.96
13 C -1.06 0.59 -2.73
14 C 0.25 -0.09 -2.35
15 O 0.67 -1.12 -2.81
16 N 0.86 0.67 -1.41
17 C 2.12 0.37 -0.85
18 C 3.18 1.23 -1.04
19 C 4.46 0.99 -0.51
20 C 4.67 -0.16 0.20
21 C 3.59 -1.04 0.40
22 C 3.95 -2.16 1.16
23 C 3.00 -3.10 1.45
24 C 1.69 -2.89 0.97
25 C 1.34 -1.80 0.23
26 C 2.30 -0.82 -0.10
27 C 5.41 -2.06 1.51
28 C 5.89 -0.72 0.88
29 C 0.16 1.89 -1.06
30 H -4.71 -1.29 2.97
31 H -6.57 0.34 3.12
32 H -6.56 2.34 1.68
33 H -4.72 2.73 0.09
34 H -1.90 0.37 -0.21
35 H -1.05 2.76 -2.65
36 H -1.09 0.73 -3.81
37 H -1.89 -0.08 -2.48
38 H 3.03 2.13 -1.62
39 H 5.25 1.70 -0.70
40 H 3.23 -3.98 2.03
41 H 0.94 -3.63 1.21
42 H 0.32 -1.70 -0.11
43 H 5.97 -2.91 1.10
44 H 5.56 -2.06 2.59
45 H 6.69 -0.88 0.16
46 H 6.26 -0.03 1.64
47 H 0.79 2.77 -1.25
48 H -0.09 1.89 0.01

Results of the Löwdin charge analysis, in e, for atoms 1 through 2: atom 1 (N): 0.203, atom 2 (C): -0.168

Among the records above, which one has the lowest electronic energy?
C32H33BiGeN5O4